Record 1
Below is the ion C6H10ClN4 with charge +1, with properties calculated with ωB97M-V with the def2-TZVPD basis set.

Last column: Mulliken charge in e.
Positions of all 21 atoms, in Å:
N (-3.07033, -0.52509, -0.72439)  -0.3796
C (-1.74286, -0.48340, -0.62937)  0.8977
C (-0.90404, -0.68504, -1.73469)  -1.0926
C (0.44334, -0.41030, -1.60828)  0.1262
N (0.97513, -0.18691, -0.42471)  0.4246
N (2.25514, 0.28479, -0.16107)  -0.7229
C (2.34714, 0.52081, 1.27581)  -0.6953
C (0.89112, 0.60810, 1.76374)  -0.0224
Cl (0.69171, 0.13661, 3.46839)  -0.1359
C (0.21284, -0.38290, 0.80574)  -0.2512
N (-1.17990, -0.13308, 0.54920)  -0.2218
H (-3.50642, -0.69840, -1.61441)  0.2291
H (-3.66560, -0.33406, 0.06452)  0.2060
H (-1.31745, -0.94162, -2.69091)  0.3336
H (1.09235, -0.33924, -2.46739)  0.4603
H (2.48756, 1.09247, -0.73270)  0.3017
H (2.92370, 1.41657, 1.49551)  0.3723
H (2.84021, -0.33842, 1.74075)  0.3451
H (0.47737, 1.61224, 1.64071)  0.3811
H (0.37468, -1.41466, 1.17416)  0.1640
H (-1.75735, 0.05144, 1.35657)  0.2802

Forces on the atoms, in the same order (eV/Å):
N 0.0 0.0 0.1
C 0.2 0.2 0.0
C 0.0 -0.2 0.0
C 0.0 -0.1 0.4
N -0.9 0.1 -0.1
N 1.0 0.3 -0.5
C 0.0 -0.3 0.4
C 0.1 -0.2 0.0
Cl 0.0 0.1 -0.4
C 0.3 -0.2 0.3
N -0.3 0.1 0.0
H 0.0 0.0 0.0
H 0.0 -0.1 -0.1
H -0.1 0.0 -0.1
H 0.1 0.0 -0.1
H -0.3 0.0 0.2
H 0.0 0.0 -0.1
H -0.1 0.2 0.1
H 0.0 -0.2 0.0
H 0.0 0.3 -0.1
H 0.0 0.0 0.0

Its structure (SMILES) is [NH2+]=C1C=CN2NC[C@H](Cl)[C@H]2N1. Its orbital gap is 8.6 eV. As for the spin multiplicity: 1. For the total energy, the calculation gives -24860.3791 eV. The strongest force on any atom is 1.2 eV/Å. The value obtained for the LUMO energy is -0.1307 hartree. Its total charge is +1. The relative energy (zero: lowest compared OMol25 entry of this formula, charge and spin) comes out at 0.000 eV.

***

Record 2
Below is the molecule C2H2OS, with properties calculated with ωB97M-V with the def2-TZVPD basis set.

Last column: Mulliken charge in e.
Positions of all 6 atoms, in Å:
O (1.58874, -0.16602, 0.30071)  -0.3238
C (0.76350, 0.49089, -0.11625)  0.1197
C (-0.65175, -0.00831, 0.10312)  -0.3403
S (-1.26785, -1.17354, 1.15024)  -0.1262
H (0.71823, 1.31385, -0.67142)  0.4181
H (-1.15087, -0.45688, -0.76639)  0.2525

Forces on the atoms, in the same order (eV/Å):
O 6.0 -3.0 1.9
C -6.5 -0.3 1.3
C -1.9 -4.7 0.3
S 1.0 2.1 0.2
H 1.2 4.0 -2.7
H 0.2 1.9 -1.0

Its structure (SMILES) is O=CC=S. Its orbital gap is 7.4 eV. As for the spin multiplicity: 1. For the total energy, the calculation gives -14985.7471 eV. The strongest force on any atom is 6.9 eV/Å. The value obtained for the LUMO energy is -0.0540 hartree. The relative energy (zero: lowest compared OMol25 entry of this formula, charge and spin) comes out at 1.964 eV.

***

Record 3
Below is the molecule C7H5P, with properties calculated with ωB97M-V with the def2-TZVPD basis set.

Last column: Mulliken charge in e.
Positions of all 13 atoms, in Å:
C (5.48274, 1.23543, -0.07267)  -0.4179
C (4.54769, 0.47584, -0.22341)  -0.2624
C (3.49962, -0.28269, -0.30842)  0.5333
C (-1.24200, -0.57265, 0.05593)  0.7368
C (2.35469, -1.02134, 0.06414)  -0.2747
C (-0.38467, -1.40231, 0.04819)  -0.4738
C (-2.35601, 0.36632, -0.03133)  -1.0903
P (1.16680, -2.31948, -0.21352)  -0.0827
H (6.28797, 1.87506, -0.30797)  0.3977
H (-1.96166, 1.17240, 0.58059)  0.2856
H (-2.44604, 0.53413, -1.00516)  0.3296
H (-3.28894, -0.10505, 0.53258)  0.2541
H (1.23088, -2.83866, 1.14157)  0.0647

Forces on the atoms, in the same order (eV/Å):
C 2.5 1.2 -0.5
C -2.3 -1.6 -0.2
C -4.4 -2.3 2.1
C -1.2 -0.2 -0.1
C 3.2 0.6 -2.9
C 1.8 -1.2 -0.5
C 0.0 -2.4 5.9
P 0.5 2.3 2.3
H 0.2 0.5 0.4
H -0.7 0.8 -0.3
H -1.2 1.4 -3.9
H 1.8 1.1 -1.5
H -0.2 -0.2 -0.8

As for the expectation value of S²: 2.044. Its orbital gap (alpha / beta) is 5.3 / 5.8 eV. As for the spin multiplicity: 3. For the total energy, the calculation gives -16618.2884 eV. The strongest force on any atom is 6.3 eV/Å. The value obtained for the LUMO energy (alpha / beta) is -0.0259 / -0.0986 hartree. The relative energy (zero: lowest compared OMol25 entry of this formula, charge and spin) comes out at 1.057 eV.

***

Record 4
Below is a cluster of 8 separate species, C6H22F4O10S in total, with properties calculated with ωB97M-V with the def2-TZVPD basis set.

Last column: Mulliken charge in e.
Positions of all 43 atoms, in Å:
O (0.30152, 2.03974, -1.60861)  -0.7027
S (0.64351, 1.08700, -0.60765)  1.4955
O (2.00714, 0.76507, -0.30637)  -0.8195
O (-0.08729, -0.22526, -1.02343)  -0.1688
C (-0.06113, -1.33414, -0.06574)  -0.8679
C (-0.94277, -0.98690, 1.10288)  -0.3104
C (-0.45921, 0.26917, 1.82070)  -0.8675
C (-0.24258, 1.47912, 0.90008)  0.0362
C (0.37302, 2.69448, 1.62182)  0.6145
F (1.17395, 3.41631, 0.79980)  -0.3128
F (-0.66135, 3.50417, 2.01391)  -0.3501
C (1.16977, 2.38664, 2.90126)  0.1107
F (2.22810, 1.59926, 2.56508)  -0.2435
F (1.64763, 3.53373, 3.41064)  -0.2969
H (0.97718, -1.48806, 0.23374)  0.3208
H (-0.41080, -2.18322, -0.64076)  0.4075
H (-0.93725, -1.83494, 1.78705)  0.2743
H (-1.97354, -0.86672, 0.75674)  0.3209
H (0.45354, 0.05820, 2.37437)  0.0856
H (-1.21337, 0.57371, 2.55171)  0.4056
H (-1.21129, 1.82246, 0.52811)  0.4321
H (0.57593, 1.87164, 3.65826)  0.3584
O (-1.98101, -1.90518, -2.33664)  -0.5814
H (-1.93814, -0.92998, -2.33287)  0.3435
H (-1.85434, -2.14137, -3.26044)  0.2741
O (-2.14669, 0.84422, -2.88247)  -0.6053
H (-1.51559, 1.57592, -2.86796)  0.3059
H (-2.99090, 1.20713, -3.16549)  0.2688
O (1.82350, -0.97996, 3.88425)  -0.6043
H (2.50456, -0.39931, 3.52564)  0.3015
H (2.27759, -1.56384, 4.49875)  0.2833
O (3.01012, 0.80421, -3.24166)  -0.6754
H (2.83985, 0.80960, -2.29098)  0.4123
H (3.46252, -0.02537, -3.41922)  0.2872
O (3.58296, 3.37373, -4.42168)  -0.6397
H (3.49334, 2.48565, -4.04043)  0.3815
H (2.74879, 3.52291, -4.87470)  0.2973
O (-2.27555, -3.68626, 2.64865)  -0.5885
H (-2.65271, -3.89713, 3.50784)  0.2829
H (-2.68590, -4.30384, 2.03417)  0.2987
O (-3.09637, -4.50481, -1.57714)  -0.6366
H (-2.88989, -3.56839, -1.70883)  0.3988
H (-3.06683, -4.89941, -2.45237)  0.2733

Forces on the atoms, in the same order (eV/Å):
O 0.1 0.2 -0.2
S -0.1 -0.4 0.3
O 0.2 0.2 -0.1
O -0.2 -0.2 -0.1
C 0.3 0.1 0.0
C -0.1 0.0 -0.1
C 0.0 0.0 0.1
C -0.1 0.3 0.0
C -0.1 0.1 0.1
F -0.3 -0.1 0.1
F 0.2 -0.1 0.0
C 0.0 -0.2 -0.1
F 0.1 0.1 0.0
F 0.0 0.1 0.0
H 0.0 0.0 0.0
H -0.1 0.0 0.0
H -0.1 0.1 0.1
H 0.1 0.0 0.0
H -0.1 -0.2 -0.1
H 0.1 0.0 0.1
H 0.1 0.0 -0.1
H 0.0 0.1 0.0
O -0.1 0.0 -0.1
H -0.1 -0.1 -0.1
H 0.0 0.1 0.0
O -0.1 0.1 0.0
H 0.1 -0.1 0.1
H 0.0 0.0 0.0
O 0.0 0.1 0.0
H 0.0 0.0 0.0
H 0.0 0.0 0.0
O 0.0 -0.1 0.0
H 0.0 0.0 0.1
H 0.0 0.0 0.0
O 0.0 0.0 0.0
H -0.1 0.1 0.0
H 0.0 0.0 0.0
O 0.0 0.0 0.0
H 0.0 0.0 0.0
H 0.0 0.0 0.0
O 0.0 0.0 0.1
H 0.1 0.1 -0.1
H 0.0 0.0 0.0

Its structure (SMILES) is O=S1(=O)OCCC[C@H]1C(F)(F)C(F)F.O.O.O.O.O.O.O. Its orbital gap is 10.7 eV. As for the spin multiplicity: 1. For the total energy, the calculation gives -48759.6987 eV. The strongest force on any atom is 0.5 eV/Å. The value obtained for the LUMO energy is 0.0110 hartree.

***

Record 5
Below is a structure of composition C13H24ClNNbO11, with properties calculated with ωB97M-V with the def2-TZVPD basis set.

Last column: Mulliken charge in e.
Positions of all 51 atoms, in Å:
O (4.31594, -2.04264, -0.18698)  -0.2976
N (4.33099, -1.59420, 0.90246)  0.1116
O (4.05229, -0.25268, 0.96145)  -0.1497
C (2.98303, 0.26603, 0.11807)  -0.7529
Nb (0.81672, -0.51118, 0.26952)  -0.4878
Cl (-0.34044, 1.62429, 0.35924)  -0.4997
H (3.32353, 0.28041, -0.92018)  0.3559
H (2.90336, 1.31265, 0.42788)  0.4581
H (0.96679, -0.67565, 2.10868)  0.0287
H (-0.65998, -1.55068, 0.07806)  0.0919
H (0.82371, -0.50041, -1.59035)  0.0054
H (1.53482, -2.13895, 0.10165)  0.0616
C (-5.41035, 0.26224, 1.90320)  -1.0567
C (-4.70282, -1.04370, 2.13759)  0.4609
C (-4.76106, -1.59136, 3.55433)  -0.4910
O (-3.52231, -2.29797, 3.66489)  -0.3669
C (-2.63440, -1.72743, 2.78853)  0.5321
O (-1.47328, -1.92866, 2.75100)  -0.3996
O (-3.29249, -0.88166, 1.96177)  -0.2320
H (-5.40526, 0.51037, 0.84677)  -0.0726
H (-6.44797, 0.21652, 2.23277)  0.4105
H (-4.89464, 1.06382, 2.43310)  0.3670
H (-5.04365, -1.79777, 1.42184)  0.2454
H (-5.59368, -2.26769, 3.72778)  0.3057
H (-4.77759, -0.78981, 4.29838)  0.2989
C (7.09598, -0.09292, -0.82073)  -1.3500
C (8.09062, -1.21636, -0.84813)  0.6139
C (8.65452, -1.60570, 0.50580)  -0.4877
O (9.96823, -2.08150, 0.16854)  -0.3465
C (10.34649, -1.48085, -0.98356)  0.6261
O (11.45048, -1.50972, -1.42624)  -0.5514
O (9.30371, -0.84616, -1.55208)  -0.3696
H (6.64055, 0.04824, -1.79926)  0.3460
H (6.30501, -0.30706, -0.10587)  0.2990
H (7.57943, 0.84597, -0.54797)  0.3746
H (7.67083, -2.08863, -1.35337)  0.2370
H (8.09007, -2.38793, 1.00327)  0.3177
H (8.75302, -0.74470, 1.17033)  0.3206
C (-5.19834, 3.94896, -2.34179)  -1.4819
C (-5.42222, 2.47594, -2.13182)  0.5245
C (-6.18274, 1.76810, -3.24121)  -0.4822
O (-6.85816, 0.72153, -2.53252)  -0.3400
C (-7.02027, 1.12143, -1.24986)  0.6973
O (-7.68416, 0.55988, -0.44101)  -0.5295
O (-6.29818, 2.23641, -1.00796)  -0.3596
H (-4.55073, 4.35576, -1.56804)  0.3580
H (-4.72921, 4.12337, -3.31020)  0.3739
H (-6.14780, 4.48330, -2.29919)  0.3645
H (-4.47700, 1.96861, -1.92683)  0.3022
H (-5.54182, 1.34230, -4.00695)  0.3188
H (-6.92958, 2.41782, -3.70479)  0.2974

Forces on the atoms, in the same order (eV/Å):
O -0.6 -0.2 -0.2
N 0.9 0.4 -0.1
O -0.7 -0.2 0.8
C 0.4 -0.7 -1.0
Nb -1.7 2.2 0.7
Cl 0.1 -0.5 -0.1
H 0.0 0.0 0.0
H -0.1 -0.1 0.2
H 0.7 -0.4 0.0
H 0.7 -0.4 -0.4
H 0.5 -0.4 0.0
H -0.2 0.2 0.0
C 0.2 0.2 0.0
C -0.1 0.0 0.1
C 0.1 0.0 -0.1
O 0.1 0.1 0.0
C -0.3 0.2 -0.2
O 0.1 -0.3 0.3
O 0.0 0.0 -0.1
H 0.0 0.0 0.0
H 0.0 0.0 0.0
H 0.0 0.0 0.1
H 0.0 -0.1 0.0
H 0.1 -0.1 0.0
H 0.0 0.0 0.0
C 0.1 0.3 -0.2
C 0.0 0.0 0.2
C 0.0 0.0 -0.1
O 0.0 0.0 0.1
C -0.1 0.0 0.0
O 0.1 0.0 0.0
O -0.1 0.0 0.0
H -0.1 0.0 0.0
H 0.0 0.0 0.0
H 0.1 0.0 0.1
H 0.0 0.0 0.0
H 0.1 -0.1 0.0
H 0.0 0.0 0.0
C -0.1 0.1 0.2
C 0.0 0.0 -0.1
C 0.1 0.0 0.1
O -0.1 0.1 -0.1
C 0.2 0.0 0.0
O -0.2 -0.1 0.0
O 0.1 0.1 0.0
H 0.0 0.0 0.0
H 0.0 0.0 0.0
H 0.0 0.0 -0.1
H 0.0 -0.1 0.0
H 0.0 -0.1 0.0
H 0.0 0.0 0.0

Its orbital gap is 7.1 eV. As for the spin multiplicity: 1. For the total energy, the calculation gives -51950.7578 eV. The strongest force on any atom is 2.9 eV/Å. The value obtained for the LUMO energy is 0.0784 hartree. Its total charge is -1.